--- P ---
C3H12N2O3 | the ωB97M-V functional and the def2-TZVPD basis

Each line ends with the Mulliken charge.
Geometry (Å):
1 C 0.4358 0.4418 -1.6140  -0.9266
2 N 0.6230 0.7578 -0.1915  -0.3700
3 C -0.0236 -0.1492 0.7298  -0.4654
4 C -1.4491 0.3513 1.0117  0.5254
5 N -1.5739 1.6517 1.3833  -0.3671
6 O -2.3057 -0.5236 1.0253  -0.6973
7 H 1.0950 -0.3593 -2.0495  0.2741
8 H 0.6096 1.3846 -2.1341  0.3874
9 H -0.5736 0.1608 -1.8632  0.2544
10 H 1.5905 0.8224 0.0306  0.3090
11 H 0.5960 -0.2367 1.6557  0.3340
12 H -0.0651 -1.1779 0.4337  0.2777
13 H -0.7529 2.1274 1.7874  0.2218
14 H -2.4402 2.0842 1.6811  0.2562
15 H -2.2181 -1.9104 -0.0704  0.3849
16 H -2.1817 -2.0621 -1.6150  0.2792
17 O -1.6376 -2.2108 -0.8436  -0.6537
18 H 3.9977 -0.1848 0.6843  0.3055
19 H 3.1102 -0.3997 -0.5040  0.3016
20 O 3.1640 -0.5674 0.4624  -0.6311

Output
frontier orbital gap = 0.340 Ha
structure (SMILES) = CNCC(N)=O.O.O
HOMO energy = -0.31892 hartree
lowest unoccupied orbital energy = 0.57 eV

***

--- Q ---
C3H12N2O3 | the ωB97M-V functional and the def2-TZVPD basis

Each line ends with the Mulliken charge.
Geometry (Å):
1 O 3.0315 0.0398 -0.8095  -0.4867
2 C 2.1024 -0.7101 -1.1206  0.0141
3 C 0.6356 -0.3221 -0.9711  -0.3050
4 N 0.3716 -1.1505 0.3738  -0.3721
5 C -1.0644 -1.5296 0.5642  -0.5774
6 N -2.0939 -0.4223 0.5725  -0.5543
7 H 2.2279 -1.7470 -1.5867  0.2674
8 H 0.3804 0.7255 -0.6177  0.2083
9 H -0.2333 -0.7320 -1.5483  0.3944
10 H 0.6005 -0.4174 1.1572  0.2498
11 H -1.2174 -1.9230 1.7173  0.3119
12 H -1.2801 -2.4686 -0.0831  0.3515
13 H -3.0918 -0.9821 0.6032  0.2655
14 H -2.0169 0.0943 1.4038  0.2560
15 H 2.5235 1.7712 0.7356  0.2997
16 H 2.8175 1.1145 1.9336  0.3219
17 O 2.2441 1.8152 1.6067  -0.6296
18 H -2.2613 2.6342 -1.9199  0.3100
19 H -2.0566 1.7507 -0.7910  0.3011
20 O -1.6193 2.4592 -1.2198  -0.6266

Output
frontier orbital gap = 0.382 Ha
structure (SMILES) = NCNCC=O.O.O
HOMO energy = -0.35789 hartree
lowest unoccupied orbital energy = 0.66 eV

***

Which is the most stable structure? P is the most stable.

***

--- P ---
C17H25N3O2 | the ωB97M-V functional and the def2-TZVPD basis

Each line ends with the Mulliken charge.
Geometry (Å):
1 C 3.7179 0.9404 4.4965  -1.4682
2 C 3.0964 1.0674 3.1387  1.0383
3 C 3.5660 0.3170 2.0722  -1.6352
4 C 3.0098 0.4070 0.8108  -0.6644
5 C 1.9471 1.2773 0.5706  1.2729
6 C 1.4829 2.0420 1.6452  -0.3904
7 C 2.0332 1.9450 2.9112  0.8067
8 C 1.4940 2.7889 4.0271  -1.6885
9 H 2.2756 3.4289 4.4352  0.3346
10 H 1.1251 2.1610 4.8378  0.3315
11 H 0.6788 3.4183 3.6786  0.3737
12 H 0.6830 2.7498 1.4848  0.4320
13 N 1.3764 1.4558 -0.6823  0.0908
14 C -0.0499 1.7014 -0.7766  -1.0273
15 H -0.2476 2.7669 -0.9663  0.3145
16 C -0.6984 0.8722 -1.9033  -0.8387
17 N -0.1607 -0.4697 -1.9278  0.3158
18 C -0.7582 -1.5168 -1.2745  0.1992
19 O -0.1326 -2.4177 -0.7542  -0.6901
20 N -2.1519 -1.4616 -1.2458  0.3872
21 C -2.7968 -2.4247 -0.3667  -0.6083
22 H -2.2219 -2.4934 0.5567  0.4102
23 H -2.8342 -3.4198 -0.8320  0.3230
24 C -4.2154 -1.9292 -0.0887  -0.6445
25 O -4.9536 -1.7716 -1.2810  -0.3802
26 C -4.3133 -0.8790 -2.1599  -0.5704
27 H -4.9286 -0.8420 -3.0604  0.3472
28 C -2.8963 -1.3544 -2.4905  -0.6505
29 H -2.4062 -0.6678 -3.1790  0.4191
30 H -2.9634 -2.3431 -2.9709  0.3778
31 H -4.2679 0.1247 -1.7073  0.3145
32 H -4.7657 -2.6522 0.5147  0.3617
33 H -4.1661 -0.9683 0.4463  0.3126
34 C 1.2857 -0.5419 -2.1037  -0.4870
35 H 1.6676 -1.2784 -1.3915  0.3928
36 C 1.9227 0.8293 -1.8574  -1.3266
37 H 1.7314 1.4914 -2.7101  0.3693
38 H 3.0029 0.7326 -1.7585  0.4906
39 H 1.5079 -0.8891 -3.1206  0.3423
40 H -1.7701 0.8382 -1.7196  0.2942
41 H -0.5244 1.3405 -2.8777  0.2593
42 H -0.5217 1.4255 0.1715  0.6147
43 H 3.4057 -0.2213 0.0292  0.2494
44 H 4.3854 -0.3703 2.2307  0.2814
45 H 4.5217 0.2086 4.4822  0.3669
46 H 2.9781 0.6263 5.2327  0.3203
47 H 4.1267 1.8959 4.8255  0.3257

Output
frontier orbital gap = 0.300 Ha
structure (SMILES) = Cc1ccc(N2CCN(C(=O)N3CCOCC3)CC2)cc1C
HOMO energy = -0.27373 hartree
lowest unoccupied orbital energy = 0.71 eV

***

--- Q ---
C17H25N3O2 | the ωB97M-V functional and the def2-TZVPD basis

Each line ends with the Mulliken charge.
Geometry (Å):
1 C -1.0205 -2.9726 1.2148  -1.0243
2 C -2.2865 -3.2282 0.4064  -0.4091
3 C -2.3129 -2.4530 -0.9124  -1.1210
4 N -2.3074 -1.0153 -0.6868  0.1038
5 C -1.1615 -0.3118 -0.7889  -0.0546
6 C -1.1198 1.0523 -0.5379  1.1042
7 C -2.3108 1.7106 -0.1847  1.4156
8 C -3.4832 0.9834 -0.0922  0.4172
9 C -4.6968 1.6066 0.2591  -0.2592
10 N -5.6758 2.1310 0.5498  -0.6054
11 C -3.5436 -0.4358 -0.3428  0.1419
12 O -4.5358 -1.1356 -0.2833  -0.6924
13 C -2.3232 3.1851 0.0790  -2.0977
14 H -3.3327 3.5236 0.2955  0.4368
15 H -1.9505 3.7298 -0.7874  0.3821
16 H -1.6900 3.4261 0.9329  0.3556
17 C 0.1880 1.7945 -0.7153  -1.2148
18 N 1.3286 0.9894 -0.2834  0.3261
19 C 1.3647 0.8409 1.1661  -0.8664
20 C 2.4122 -0.1954 1.5544  -0.4538
21 C 3.7818 0.2295 1.0333  -1.1064
22 C 3.7377 0.5108 -0.4720  0.6755
23 C 3.6084 -0.7701 -1.2939  -1.4289
24 H 4.4522 -1.4262 -1.0936  0.4279
25 H 3.6040 -0.5375 -2.3563  0.3916
26 H 2.6944 -1.3066 -1.0591  0.1523
27 C 2.6010 1.4934 -0.7755  -1.2369
28 H 2.8356 2.4714 -0.3215  0.3969
29 H 2.5218 1.6349 -1.8570  0.4206
30 H 4.6751 1.0002 -0.7596  0.3267
31 H 4.0928 1.1384 1.5545  0.3809
32 H 4.5207 -0.5447 1.2443  0.4378
33 H 2.1335 -1.1637 1.1378  0.1080
34 H 2.4387 -0.2930 2.6404  0.3863
35 H 1.5982 1.8053 1.6487  0.3860
36 H 0.3753 0.5249 1.5072  0.4845
37 H 0.3259 2.0249 -1.7793  0.3258
38 H 0.1571 2.7491 -0.1727  0.5037
39 O -0.0775 -1.0034 -1.1400  -0.7227
40 H 0.7104 -0.4010 -0.9730  0.3796
41 H -1.4506 -2.7061 -1.5289  0.4516
42 H -3.2382 -2.6859 -1.4448  0.3991
43 H -2.3621 -4.2904 0.1687  0.3775
44 H -3.1653 -2.9505 0.9901  0.3322
45 H -1.0149 -3.5907 2.1092  0.4902
46 H -0.1372 -3.2079 0.6248  0.2236
47 H -0.9615 -1.9311 1.5256  0.1521

Output
frontier orbital gap = 0.315 Ha
structure (SMILES) = CCCn1c(O)c(CN2CCC[C@@H](C)C2)c(C)c(C#N)c1=O
HOMO energy = -0.29745 hartree
lowest unoccupied orbital energy = 0.47 eV

***

Which is the most stable structure? Q is the most stable.

***

--- P ---
C4H11NO2 | the ωB97M-V functional and the def2-TZVPD basis

Each line ends with the Mulliken charge.
Geometry (Å):
1 C -0.0966 -2.4435 0.4661  -1.2449
2 N -0.7676 -1.4061 -0.3115  -0.2889
3 C 0.1332 -0.3013 -0.6285  -0.7570
4 C -0.6401 0.7286 -1.4491  -0.2800
5 C -0.1343 2.1427 -1.3141  -0.5376
6 O 0.8763 2.5502 -1.8504  -0.3434
7 H -0.8255 -3.1646 0.8310  0.4622
8 H 0.4966 -2.0571 1.3069  0.3340
9 H 0.6409 -2.9162 -0.1898  0.2865
10 H -1.5565 -1.0451 0.2282  0.4261
11 H 0.9534 -0.6785 -1.2559  0.1309
12 H 0.6962 0.1002 0.2207  0.2299
13 H -0.6211 0.4569 -2.5120  0.1688
14 H -1.7056 0.6775 -1.2132  0.3623
15 H -0.7730 2.8025 -0.6965  0.4812
16 H 0.4405 1.1524 2.5922  0.5151
17 H 1.4801 2.0602 3.2183  0.6463
18 O 1.4031 1.3413 2.5577  -1.5916

Output
frontier orbital gap (spin up / spin down) = 0.120 / 0.352 Ha
charge = -1
2S+1 = 2
HOMO energy (spin up / spin down) = 0.02996 / -0.21049 hartree
<S²> = 0.751
lowest unoccupied orbital energy (spin up / spin down) = 4.07 / 3.84 eV

***

--- Q ---
C4H11NO2 | the ωB97M-V functional and the def2-TZVPD basis

Each line ends with the Mulliken charge.
Geometry (Å):
1 C 1.7415 -0.1829 -0.8337  -1.8119
2 C 0.4001 0.1190 -0.0163  -0.5129
3 N -0.7170 -0.6388 -0.2463  2.3172
4 C -1.9584 -0.0148 0.2658  -1.9377
5 C -0.8330 -1.6959 -1.1556  -3.6729
6 O 0.2909 1.2043 0.5300  0.1077
7 H 2.5570 0.4781 -0.8622  0.4866
8 H 2.2602 -1.1114 -0.4427  0.4286
9 H 1.3785 -0.3664 -1.9696  0.3497
10 H -2.1142 0.8264 -0.3395  0.3391
11 H -1.9120 0.4598 1.4157  0.2437
12 H -2.7626 -0.7174 -0.0139  0.5264
13 H -1.3611 -1.3082 -2.0886  0.4108
14 H 0.1894 -1.9148 -1.5862  0.5269
15 H -1.3327 -2.4700 -0.6426  1.2308
16 H 1.1932 2.4009 3.4253  0.3054
17 H 1.1792 2.3261 1.8768  0.3624
18 O 1.8009 2.6061 2.6839  -0.6995

Output
frontier orbital gap (spin up / spin down) = 0.102 / 0.349 Ha
charge = -1
2S+1 = 2
HOMO energy (spin up / spin down) = 0.03820 / -0.21214 hartree
<S²> = 0.750
lowest unoccupied orbital energy (spin up / spin down) = 3.80 / 3.73 eV

***

Which is the most stable structure? P is the most stable.